No. 1
C23H23N4O3PdS as an isolated structure, computed with ωB97M-V/def2-TZVPD.

Last column: Löwdin charge in e.
Cartesian coordinates (Å):
Pd  0.712  0.368  -1.317  1.0325
C  -0.474  4.244  0.870  0.0002
C  -0.889  2.990  0.112  -0.5381
C  -2.397  2.803  0.108  -0.0045
O  -0.226  1.835  0.639  -0.0952
C  -0.387  3.139  -1.327  -0.5630
O  -0.849  3.998  -2.038  0.1104
O  0.592  2.337  -1.686  -0.1870
H  -0.815  4.190  1.906  0.0926
H  -0.919  5.117  0.395  0.0992
H  0.610  4.356  0.856  0.0986
H  -2.777  2.796  1.133  0.0940
H  -2.665  1.859  -0.372  0.0926
H  -2.869  3.620  -0.432  0.0988
H  -0.727  1.535  1.407  0.1008
N  1.322  -1.752  -1.790  0.0400
C  1.565  -1.948  -3.200  -0.2290
C  1.858  -3.163  -3.746  0.0018
C  2.121  -3.278  -5.126  -0.0429
C  2.084  -2.169  -5.925  -0.0035
C  1.764  -0.905  -5.379  -0.1339
C  1.688  0.280  -6.149  0.0262
C  1.348  1.453  -5.544  0.0000
C  1.076  1.463  -4.162  -0.0569
N  1.149  0.381  -3.426  0.0359
C  1.497  -0.805  -4.002  -0.1604
H  2.203  -1.749  -1.281  0.1147
H  0.764  -2.512  -1.413  0.1039
H  1.906  -4.045  -3.119  0.1251
H  2.363  -4.244  -5.544  0.1175
H  2.301  -2.240  -6.983  0.1264
H  1.894  0.232  -7.212  0.1313
H  1.274  2.377  -6.099  0.1223
H  0.797  2.379  -3.655  0.1113
S  0.078  -2.862  4.710  1.0003
C  0.205  -2.028  3.137  -0.4951
C  1.280  -1.189  2.873  -0.0472
C  1.363  -0.579  1.634  -0.1173
N  0.455  -0.780  0.672  -0.0691
C  -0.585  -1.578  0.931  -0.1259
C  -0.751  -2.217  2.146  -0.0509
C  -1.111  -1.738  5.448  -0.5162
C  -0.657  -0.657  6.187  -0.0775
C  -1.602  0.230  6.687  -0.1286
N  -2.910  0.089  6.491  0.0707
C  -3.330  -0.972  5.809  -0.1299
C  -2.472  -1.921  5.268  -0.0810
H  2.034  -1.012  3.627  0.1169
H  2.172  0.099  1.397  0.1208
H  -1.304  -1.712  0.131  0.1193
H  -1.605  -2.859  2.313  0.1145
H  0.399  -0.510  6.367  0.1062
H  -1.294  1.097  7.260  0.1120
H  -4.403  -1.065  5.683  0.1118
H  -2.857  -2.776  4.728  0.1047

The calculation puts the HOMO-LUMO gap at 7.678 eV. The multiplicity is 1. As for the total charge: +1. The value obtained for the molar mass is 541.95 g mol⁻¹. The calculation puts the energy above the lowest of the compared OMol25 structures with the same formula, charge and spin at 43.6 kcal/mol. As for the energy: -50636.5956 eV.

No. 2
A 4-piece molecular cluster, C12H37B4ClO18P4 overall, computed with ωB97M-V/def2-TZVPD.

Last column: Löwdin charge in e.
Cartesian coordinates (Å):
C  -3.702  -2.550  4.043  -0.1019
O  -4.690  -3.008  3.150  -0.1804
C  -5.615  -2.034  2.706  -0.0892
B  -5.470  -1.701  1.181  -0.4714
O  -4.360  -2.034  0.439  0.3014
B  -3.990  -1.060  -0.487  -0.3721
B  -2.470  -0.243  -0.497  -0.3180
C  -1.578  -0.067  -1.759  0.0115
O  -2.085  0.332  0.717  0.1075
O  -5.037  -0.615  -1.311  0.2098
B  -6.094  -0.187  -0.543  -0.6935
P  -6.986  1.560  -0.776  0.5839
O  -6.054  2.316  0.394  -0.4016
Cl  -5.916  2.183  -2.399  0.2569
O  -6.472  -0.944  0.550  0.2311
H  -3.432  -1.509  3.841  0.0883
H  -4.033  -2.633  5.084  0.0879
H  -2.817  -3.167  3.903  0.0902
H  -5.491  -1.090  3.258  0.1270
H  -6.632  -2.375  2.933  0.1286
H  -2.070  0.706  -2.367  0.0886
H  -1.502  -0.951  -2.396  0.0512
H  -0.587  0.313  -1.504  0.0599
H  -2.512  1.175  0.923  0.1117
H  -6.367  2.089  1.282  0.0524
C  -0.488  -6.205  -5.707  -0.0818
O  -0.945  -5.035  -5.009  -0.2109
P  -0.382  -4.763  -3.559  0.3128
O  -0.339  -5.920  -2.664  -0.2211
O  -1.266  -3.545  -3.078  -0.2108
C  -2.675  -3.734  -2.899  -0.0626
O  1.011  -4.074  -3.840  -0.2080
C  1.906  -3.862  -2.735  -0.0797
H  -1.115  -7.055  -5.446  0.0907
H  -0.569  -5.988  -6.768  0.0878
H  0.549  -6.431  -5.459  0.0869
H  -2.878  -4.623  -2.303  0.0984
H  -3.171  -3.808  -3.866  0.0949
H  -3.033  -2.854  -2.372  0.0674
H  2.586  -4.707  -2.653  0.0897
H  1.360  -3.747  -1.800  0.0876
H  2.459  -2.952  -2.948  0.0866
C  0.540  4.639  -3.153  -0.0801
O  1.784  4.604  -2.434  -0.2097
P  2.505  3.209  -2.256  0.3105
O  1.641  2.093  -1.866  -0.2250
O  3.674  3.549  -1.254  -0.2061
C  3.315  3.966  0.075  -0.0757
O  3.261  3.025  -3.630  -0.2072
C  3.857  1.749  -3.920  -0.0838
H  -0.284  4.450  -2.468  0.0897
H  0.454  5.635  -3.579  0.0880
H  0.526  3.898  -3.951  0.0870
H  2.566  3.297  0.498  0.0841
H  2.934  4.986  0.056  0.0891
H  4.216  3.925  0.679  0.0834
H  3.150  1.137  -4.476  0.0898
H  4.143  1.230  -3.006  0.0857
H  4.739  1.944  -4.522  0.0878
C  6.405  2.534  3.862  -0.0807
O  5.544  2.272  4.981  -0.2115
P  3.981  2.315  4.749  0.3089
O  3.487  3.457  3.975  -0.2294
O  3.417  2.182  6.218  -0.2073
C  3.710  3.223  7.162  -0.0830
O  3.675  0.899  4.127  -0.2072
C  2.368  0.650  3.576  -0.0747
H  6.579  3.605  3.777  0.0906
H  7.339  2.016  4.057  0.0884
H  5.969  2.162  2.935  0.0843
H  3.494  4.201  6.732  0.0887
H  4.755  3.167  7.462  0.0865
H  3.068  3.050  8.021  0.0875
H  2.375  0.868  2.510  0.0872
H  1.610  1.260  4.065  0.0875
H  2.154  -0.402  3.740  0.0890

The calculation puts the HOMO-LUMO gap at 9.044 eV. The multiplicity is 1. The value obtained for the molar mass is 672.01 g mol⁻¹. As for the energy: -102297.2505 eV.

No. 3
C5H7O5Sm as an isolated structure, computed with ωB97M-V/def2-TZVPD.

Last column: Löwdin charge in e.
Cartesian coordinates (Å):
O  -1.516  -1.289  2.653  0.1681
C  -0.997  -1.815  3.569  -0.4508
O  -0.996  -2.125  4.703  0.1554
O  1.537  -3.476  1.529  -0.2390
C  1.440  -2.775  2.547  -0.2404
O  2.711  -2.768  3.169  -0.2982
C  2.961  -1.897  4.268  -0.1680
C  4.291  -1.195  4.169  -0.2245
O  4.415  -0.590  2.906  -0.2015
C  5.607  0.144  2.747  -0.0978
Sm  3.824  -4.268  1.372  1.7549
H  2.946  -2.524  5.168  0.1413
H  2.168  -1.138  4.266  0.1370
H  5.117  -1.907  4.343  0.1261
H  4.344  -0.438  4.972  0.1463
H  5.703  0.372  1.679  0.0959
H  5.571  1.045  3.382  0.1044
H  6.503  -0.433  3.032  0.0907

The calculation puts the HOMO-LUMO gap (alpha / beta) at 6.205 / 6.344 eV. The multiplicity is 7. As for the total charge: +1. The value obtained for the molar mass is 297.47 g mol⁻¹. As for the expectation value of S²: 12.008. As for the energy: -33431.2038 eV.

No. 4
One molecule with the formula C3H5N3, computed with ωB97M-V/def2-TZVPD.

Last column: Löwdin charge in e.
Cartesian coordinates (Å):
N  1.815  -0.801  0.440  0.0254
C  0.725  0.180  0.336  -0.3717
C  -0.609  -0.015  0.952  -0.1460
N  -1.656  0.083  0.171  0.0391
N  -1.121  0.378  -1.133  0.0162
C  0.146  0.386  -1.057  -0.1519
H  1.618  -1.797  0.227  0.0892
H  2.378  -0.741  1.345  0.1024
H  1.072  1.176  0.596  0.1510
H  -0.675  -0.197  2.057  0.1209
H  0.778  0.634  -1.948  0.1253

The calculation puts the HOMO-LUMO gap at 9.907 eV. The multiplicity is 1. The value obtained for the molar mass is 83.09 g mol⁻¹. The calculation puts the energy above the lowest of the compared OMol25 structures with the same formula, charge and spin at 53.3 kcal/mol. As for the energy: -7660.1451 eV.